Record 1
Computed, not measured: C5H8OS in the gas phase, with the ωB97M-V functional and the def2-TZVPD basis.

Last column: natural (NBO) charge in e.
Positions of all 15 atoms, in Å:
1 C 1.141 0.785 0.079  -0.338
2 C -0.113 0.696 0.840  -0.265
3 C -0.676 -0.669 1.127  -0.068
4 C -0.744 -0.405 -1.184  -0.071
5 C -0.166 0.876 -0.665  -0.259
6 H 1.593 -1.584 -0.269  0.146
7 H 1.660 1.731 0.078  0.240
8 H -0.405 1.535 1.484  0.225
9 H -0.049 -1.284 1.783  0.197
10 H -1.666 -0.584 1.603  0.175
11 H -1.754 -0.360 -1.485  0.177
12 H -0.218 -0.737 -2.120  0.191
13 H -0.385 1.847 -1.099  0.230
14 O -0.609 -1.304 -0.118  -0.534
15 S 2.390 -0.544 -0.054  -0.046

Output
Spin multiplicity: 1
Calculated total energy, eV: -18195.9156
Energy above the lowest of the compared OMol25 structures with the same formula, charge and spin, kcal/mol: 32.0
Frontier orbital gap, hartree: 0.3545
SMILES: S[C@H]1[C@H]2COC[C@@H]12
HOMO energy, eV: -8.8

---

Record 2
Computed, not measured: a molecular structure, C18H25IrN3O3SSe2, with the ωB97M-V functional and the def2-TZVPD basis.

Last column: natural (NBO) charge in e.
Positions of all 53 atoms, in Å:
1 Ir 0.010 -0.019 0.344  0.717
2 O -1.706 -2.984 1.889  -0.727
3 C -1.055 -3.381 3.084  -0.066
4 C 0.163 -2.513 3.400  -0.134
5 C 0.717 -3.107 4.719  -0.050
6 O 1.851 -2.415 5.203  -0.714
7 C -0.184 -1.049 3.719  -0.580
8 Se -1.204 0.019 2.437  0.176
9 C 1.295 -2.623 2.369  -0.581
10 Se 0.962 -2.241 0.472  0.116
11 H -2.441 -3.583 1.730  0.483
12 H -0.719 -4.422 3.005  0.175
13 H -1.747 -3.311 3.932  0.176
14 H 0.928 -4.171 4.576  0.178
15 H -0.052 -3.020 5.489  0.189
16 H 2.653 -2.825 4.869  0.475
17 H 0.739 -0.498 3.892  0.248
18 H -0.766 -1.010 4.641  0.233
19 H 1.691 -3.641 2.374  0.227
20 H 2.097 -1.945 2.659  0.229
21 C -2.910 -0.739 -3.143  -0.427
22 C -3.996 -0.304 -2.135  -0.439
23 C -3.326 -0.478 -0.759  -0.068
24 O -1.942 -0.724 -1.029  -0.581
25 C -1.892 -1.448 -2.260  -0.068
26 H -2.453 0.130 -3.616  0.204
27 H -3.295 -1.391 -3.923  0.232
28 H -4.881 -0.933 -2.210  0.225
29 H -4.305 0.726 -2.302  0.217
30 H -3.744 -1.330 -0.218  0.185
31 H -3.392 0.400 -0.118  0.192
32 H -2.180 -2.490 -2.083  0.181
33 H -0.868 -1.420 -2.630  0.198
34 S 3.362 3.236 1.644  0.512
35 C 4.059 1.675 1.637  -0.435
36 C 3.136 0.758 1.258  -0.055
37 N 1.897 1.278 0.973  -0.503
38 C 1.879 2.571 1.137  -0.147
39 H 5.089 1.519 1.908  0.265
40 H 3.302 -0.303 1.157  0.230
41 H 1.005 3.185 0.979  0.237
42 N -0.317 4.206 -5.994  -0.214
43 C -0.237 3.607 -5.018  0.235
44 C -0.132 2.869 -3.790  -0.091
45 C -1.147 2.936 -2.840  -0.196
46 C -0.997 2.223 -1.668  0.053
47 N 0.084 1.479 -1.404  -0.526
48 C 1.054 1.417 -2.321  0.066
49 C 0.989 2.090 -3.526  -0.201
50 H -2.031 3.532 -3.017  0.252
51 H -1.765 2.247 -0.905  0.219
52 H 1.915 0.811 -2.068  0.224
53 H 1.791 2.007 -4.246  0.254

Output
Spin multiplicity: 5
Calculated total energy, eV: -174042.4924
<S²>: 6.02
Frontier orbital gap (spin up / spin down), hartree: 0.2465 / 0.2490
Total charge: +1
HOMO energy (spin up / spin down), eV: -10.1 / -11.2

---

Record 3
Computed, not measured: a molecular structure, Cl4FNOP2S, with the ωB97M-V functional and the def2-TZVPD basis.

Last column: natural (NBO) charge in e.
Positions of all 10 atoms, in Å:
1 N -1.000 1.065 -0.784  -1.154
2 O 3.405 -1.294 -0.224  -0.723
3 F 1.070 1.431 1.585  -0.567
4 P -1.846 -0.054 -0.331  1.477
5 P 1.093 0.480 0.235  1.133
6 S 2.356 -1.283 0.819  0.687
7 Cl -3.634 0.141 -1.256  -0.207
8 Cl -2.248 -0.112 1.672  -0.259
9 Cl -1.245 -1.911 -0.693  -0.231
10 Cl 2.050 1.536 -1.022  -0.156

Output
Spin multiplicity: 3
Calculated total energy, eV: -85757.1252
<S²>: 2.03
Frontier orbital gap (spin up / spin down), hartree: 0.2920 / 0.2713
HOMO energy (spin up / spin down), eV: -8.4 / -9.9